Here is a structure of composition C28H29CuN4O2P2 from OMol25. Energies are from ωB97M-V/def2-TZVPD.

Values from the calculation:
* gap between HOMO and LUMO (spin up / spin down): 0.2929 / 0.1972 hartree
* electronic energy: -102773.03850 eV
* E_LUMO (spin up / spin down): -2.61 / -5.19 eV
* E_HOMO (spin up / spin down): -10.6 / -10.6 eV
* total charge: +1
* 2S+1: 2

Each line ends with the Löwdin charge.
Element x y z (Å)
C (1.287, -0.779, 2.381)  -0.071
N (-1.384, 0.450, 0.104)  -0.453
C (-1.055, 2.306, 4.149)  -0.051
H (6.211, 2.480, -3.102)  0.105
H (-6.841, -0.794, -2.859)  0.109
C (0.658, 3.171, 2.151)  -0.091
C (-4.817, -0.379, -3.428)  -0.066
C (-0.296, 2.101, -2.724)  -0.350
C (-1.319, -3.803, 1.485)  -0.075
C (-5.805, -0.781, -2.543)  -0.069
C (-0.066, 1.995, 1.979)  -0.363
C (-1.491, -2.535, 0.952)  -0.111
C (-5.472, -1.169, -1.248)  -0.070
H (-1.539, 0.681, 2.832)  0.113
H (-6.247, -1.482, -0.560)  0.108
H (-5.080, -0.079, -4.434)  0.110
H (0.815, -0.194, 3.156)  0.096
C (-0.652, -4.634, -0.672)  -0.075
H (-2.207, 2.314, 0.703)  0.071
C (6.203, 1.432, -2.801)  -0.017
H (-2.083, 2.131, -1.057)  0.050
H (-0.614, -3.183, -2.258)  0.105
H (3.060, -2.877, -0.338)  0.116
O (2.781, 0.793, -2.305)  0.019
H (5.022, 2.758, -1.229)  0.143
Cu (1.133, 1.770, -1.521)  0.341
C (-3.488, -0.355, -3.022)  -0.091
C (-2.298, 1.608, -0.117)  -0.142
C (2.029, -1.896, 2.735)  -0.060
C (1.160, -0.424, 1.037)  -0.336
H (6.827, 0.863, -3.480)  0.107
H (-1.730, 1.974, 4.928)  0.116
H (-3.890, -1.472, 0.162)  0.101
C (2.660, -2.658, 1.761)  -0.055
H (1.295, 3.527, 1.349)  0.079
H (-3.321, 1.251, -0.155)  0.079
O (4.888, 0.869, -2.931)  0.041
C (-0.306, 3.464, 4.326)  -0.055
C (3.887, 1.309, -2.206)  -0.533
C (-4.149, -1.159, -0.842)  -0.095
H (3.165, 2.485, 0.394)  0.107
C (-0.816, -3.364, -1.206)  -0.105
C (2.567, -2.290, 0.426)  -0.055
H (1.108, 4.819, 3.451)  0.112
C (-0.896, -4.851, 0.677)  -0.078
H (3.229, -3.533, 2.045)  0.114
H (2.117, -2.170, 3.779)  0.113
H (-0.329, -5.450, -1.305)  0.107
H (1.778, -0.888, -0.977)  0.079
N (-1.042, 2.391, -3.560)  0.018
C (-3.153, -0.743, -1.729)  -0.382
P (0.208, 1.022, 0.477)  0.993
N (4.117, 2.340, -1.348)  0.041
H (-1.515, -3.979, 2.536)  0.107
H (6.580, 1.314, -1.784)  0.103
P (-1.398, -0.700, -1.243)  1.044
C (-1.237, -2.308, -0.398)  -0.390
C (1.833, -1.172, 0.066)  -0.112
C (-0.942, 1.573, 2.980)  -0.099
N (3.044, 2.771, -0.570)  0.046
H (-2.714, -0.019, -3.701)  0.090
H (-0.395, 4.029, 5.245)  0.115
H (-1.813, -1.718, 1.588)  0.092
H (-0.755, -5.837, 1.101)  0.107
H (2.949, 3.777, -0.625)  0.120
C (0.544, 3.904, 3.324)  -0.063